A cluster of 7 separate species, C34H67O14P in total. Source: OMol25; level of theory: the ωB97M-V functional and the def2-TZVPD basis.

Computed properties:
**Kohn-Sham gap**: 9.96 eV
**Max |F|**: 2.0 eV/Å
**Total energy**: -74300.734 eV
**SMILES**: CCCCO[C@H](CCCC(=O)O)OC(=O)CCP(=O)(OCC)OCC.CC(C)=O.CC(C)=O.CC(C)=O.CC(C)=O.CC(C)=O.CC(C)=O
**Charge**: 0
**HOMO energy**: -9.49 eV
**2S+1**: 1

Cartesian coordinates (Å):
C 2.529 -0.255 0.907
C 2.649 0.250 -0.543
C 1.315 0.719 -1.145
C 0.712 -0.242 -2.156
O 0.064 -1.370 -1.599
C -1.137 -1.089 -0.954
C -1.659 -2.383 -0.388
C -2.779 -2.152 0.641
C -4.058 -2.922 0.364
C -3.843 -4.412 0.376
O -2.767 -4.967 0.446
O -4.987 -5.147 0.279
O -2.047 -0.338 -1.760
C -2.764 -1.003 -2.700
O -2.350 -1.935 -3.375
C -4.122 -0.391 -2.879
C -3.907 1.139 -3.194
P -4.228 2.291 -1.846
O -4.448 3.633 -2.398
O -5.541 1.759 -1.116
C -5.680 2.066 0.291
C -5.703 0.786 1.086
O -2.969 2.236 -0.864
C -2.437 3.508 -0.458
C -1.238 3.268 0.424
H 1.486 -0.447 1.130
H 3.127 -1.150 1.016
H 2.945 0.465 1.597
H 3.289 1.123 -0.500
H 3.144 -0.476 -1.171
H 0.645 0.976 -0.330
H 1.498 1.649 -1.677
H 1.526 -0.637 -2.752
H 0.080 0.311 -2.847
H -0.925 -0.432 -0.114
H -0.821 -2.799 0.150
H -1.921 -3.110 -1.144
H -2.969 -1.090 0.746
H -2.426 -2.472 1.616
H -4.798 -2.651 1.110
H -4.423 -2.655 -0.625
H -5.726 -4.552 0.446
H -4.697 -0.440 -1.962
H -4.637 -0.872 -3.691
H -4.531 1.442 -4.021
H -2.868 1.275 -3.469
H -6.637 2.562 0.390
H -4.931 2.761 0.646
H -4.697 0.424 1.278
H -6.190 0.941 2.039
H -6.227 0.026 0.524
H -2.129 4.108 -1.301
H -3.171 4.069 0.107
H -1.458 2.527 1.184
H -0.977 4.191 0.923
H -0.388 2.938 -0.162
C 5.416 -2.359 -2.161
C 5.330 -2.684 -0.690
O 4.929 -1.871 0.115
C 5.767 -4.060 -0.271
H 5.077 -1.339 -2.331
H 6.449 -2.451 -2.501
H 4.786 -3.043 -2.732
H 6.812 -4.211 -0.533
H 5.150 -4.817 -0.761
H 5.659 -4.162 0.806
C -5.519 -3.370 4.199
C -5.945 -1.981 4.599
O -6.141 -1.115 3.778
C -6.116 -1.721 6.075
H -5.434 -3.425 3.116
H -4.553 -3.610 4.646
H -6.258 -4.099 4.534
H -5.173 -1.893 6.596
H -6.879 -2.384 6.485
H -6.423 -0.689 6.228
C 0.379 7.182 -3.120
C 0.655 5.729 -2.837
O 1.225 5.370 -1.830
C 0.187 4.729 -3.869
H 0.761 7.794 -2.312
H 0.868 7.483 -4.046
H -0.699 7.336 -3.209
H 0.668 4.929 -4.828
H -0.896 4.796 -3.989
H 0.446 3.723 -3.544
C 9.992 -1.692 2.107
C 8.621 -2.208 1.744
O 8.473 -3.058 0.895
C 7.449 -1.615 2.486
H 10.742 -2.197 1.504
H 10.049 -0.618 1.920
H 10.196 -1.883 3.162
H 7.404 -0.538 2.314
H 7.552 -1.804 3.556
H 6.524 -2.063 2.132
C -1.500 -6.097 3.046
C -1.487 -6.434 4.516
O -1.961 -5.689 5.344
C -0.854 -7.746 4.912
H -1.978 -5.135 2.896
H -0.478 -6.046 2.667
H -2.052 -6.855 2.490
H 0.193 -7.763 4.607
H -1.381 -8.574 4.435
H -0.910 -7.865 5.992
C 5.192 9.226 -3.766
C 4.036 8.337 -3.371
O 2.942 8.797 -3.138
C 4.320 6.857 -3.280
H 4.859 10.261 -3.794
H 6.001 9.131 -3.041
H 5.560 8.944 -4.754
H 5.097 6.673 -2.537
H 4.654 6.482 -4.250
H 3.421 6.327 -2.982



A structure of composition C34H68BFGaO20P4. Source: OMol25; level of theory: the ωB97M-V functional and the def2-TZVPD basis.

Computed properties:
**Kohn-Sham gap**: 6.84 eV
**Max |F|**: 4.5 eV/Å
**Total energy**: -170241.439 eV
**Charge**: -1
**HOMO energy**: -5.04 eV
**2S+1**: 1

Cartesian coordinates (Å):
C -3.867 -2.979 -3.381
C -4.273 -1.882 -2.268
C -5.384 -2.067 -1.210
C -5.660 -0.927 -0.162
C -4.802 0.392 -0.196
C -5.142 1.500 0.910
C -6.758 1.679 1.043
C -4.656 0.865 2.332
C -3.669 0.591 -1.269
O -2.888 1.770 -1.353
C -1.453 1.502 -1.233
Ga -0.400 2.361 -2.831
C -1.701 3.666 -3.761
C -3.041 3.000 -4.325
F -3.538 3.827 -5.435
C 1.136 3.539 -2.057
C 2.470 2.716 -1.703
C 3.362 2.584 -3.045
C 4.574 1.543 -2.831
C 5.554 1.591 -1.636
C 6.686 0.504 -1.531
C 6.841 -0.586 -2.618
C 5.872 -0.631 -3.848
C 4.752 0.429 -3.913
O 0.278 0.982 -3.962
B -0.109 1.159 -5.316
O 0.290 2.278 -6.142
O -1.013 0.181 -5.937
C -3.466 -0.564 -2.278
H -3.170 -3.733 -2.856
H -3.215 -2.457 -4.177
H -4.802 -3.465 -3.811
H -5.992 -3.030 -1.195
H -6.460 -1.057 0.634
H -4.607 2.494 0.751
H -6.982 2.601 1.676
H -7.150 1.759 -0.027
H -7.173 0.730 1.542
H -3.621 0.385 2.237
H -4.697 1.634 3.176
H -5.390 0.013 2.602
H -1.170 0.395 -1.221
H -1.112 1.943 -0.222
H -2.031 4.427 -2.956
H -1.101 4.221 -4.573
H -3.838 3.074 -3.502
H -2.936 1.912 -4.652
H 0.776 4.177 -1.171
H 1.410 4.283 -2.893
H 2.294 1.698 -1.221
H 3.068 3.371 -0.955
H 3.722 3.602 -3.422
H 2.682 2.118 -3.839
H 5.454 2.418 -0.841
H 7.422 0.504 -0.647
H 7.689 -1.362 -2.552
H 5.955 -1.399 -4.687
H 4.000 0.420 -4.785
H 0.554 1.941 -7.027
H -1.834 0.697 -6.132
H -2.658 -0.422 -3.085
C 5.886 -6.597 -0.618
O 6.499 -6.025 -1.764
P 5.583 -5.637 -3.024
O 6.325 -5.056 -4.164
O 4.453 -4.695 -2.402
C 4.871 -3.454 -1.846
O 4.786 -6.987 -3.348
C 5.456 -7.946 -4.154
H 6.253 -6.078 0.268
H 4.797 -6.518 -0.646
H 6.165 -7.650 -0.556
H 5.888 -3.194 -2.147
H 4.826 -3.521 -0.757
H 4.192 -2.669 -2.181
H 5.086 -8.939 -3.892
H 6.536 -7.920 -3.990
H 5.239 -7.751 -5.205
C -2.041 6.943 1.528
O -1.770 6.400 2.814
P -2.871 5.464 3.510
O -2.488 4.961 4.848
O -3.158 4.334 2.418
C -2.086 3.462 2.080
O -4.205 6.348 3.471
C -4.376 7.293 4.517
H -1.169 6.781 0.892
H -2.909 6.480 1.056
H -2.217 8.015 1.626
H -1.267 3.522 2.803
H -1.710 3.732 1.091
H -2.458 2.438 2.050
H -4.978 8.121 4.141
H -3.416 7.684 4.861
H -4.899 6.821 5.350
C -10.618 -1.220 6.296
O -9.536 -0.760 5.500
P -9.102 -1.612 4.211
O -7.962 -1.045 3.461
O -10.457 -1.757 3.373
C -11.036 -0.566 2.858
O -8.875 -3.087 4.787
C -7.605 -3.357 5.369
H -11.290 -0.381 6.487
H -11.183 -2.018 5.810
H -10.228 -1.587 7.247
H -10.337 0.274 2.889
H -11.920 -0.318 3.448
H -11.337 -0.738 1.824
H -7.730 -4.129 6.128
H -7.185 -2.465 5.840
H -6.924 -3.721 4.598
C 11.285 -2.368 3.949
O 11.394 -1.911 2.609
P 10.056 -1.708 1.745
O 10.285 -1.237 0.363
O 9.163 -0.738 2.650
C 9.658 0.572 2.889
O 9.305 -3.115 1.869
C 9.709 -4.137 0.965
H 11.908 -1.735 4.583
H 10.259 -2.333 4.318
H 11.649 -3.396 4.004
H 10.474 0.830 2.208
H 10.018 0.632 3.918
H 8.845 1.287 2.756
H 9.538 -5.105 1.437
H 10.768 -4.051 0.713
H 9.109 -4.073 0.055



A cluster of 5 separate species, C34H68F2N3O5S2 in total. Source: OMol25; level of theory: the ωB97M-V functional and the def2-TZVPD basis.

Computed properties:
**Kohn-Sham gap**: 7.69 eV
**Max |F|**: 3.4 eV/Å
**Total energy**: -78162.121 eV
**Charge**: +1
**HOMO energy**: -10.67 eV
**2S+1**: 1

Cartesian coordinates (Å):
C -0.417 4.024 -1.691
C 0.407 2.681 -1.667
F 0.781 2.413 -2.982
C -0.492 1.631 -0.949
N -0.091 0.195 -0.997
C -0.335 -0.617 0.276
C 0.016 -0.004 1.661
C -1.186 -0.070 2.710
S -0.556 -0.821 4.291
C 0.679 0.375 4.986
S 2.192 0.430 4.355
N 0.185 1.199 6.035
C 1.037 1.199 7.247
C 1.108 2.662 7.842
O -0.162 3.269 7.995
C -0.946 3.204 6.799
C -0.172 2.550 5.591
C 1.352 -0.064 -1.332
C 1.759 -0.907 -2.433
C 3.171 -1.049 -2.528
C 4.003 -0.405 -1.582
N 3.691 0.408 -0.552
C 2.349 0.508 -0.507
C -1.051 -0.467 -1.976
C -1.099 0.076 -3.420
F -0.982 -1.849 -1.973
H -1.286 3.943 -2.390
H -0.810 4.232 -0.666
H 0.236 4.849 -2.048
H 1.329 2.937 -1.091
H -0.600 2.046 0.082
H -1.515 1.814 -1.365
H -1.379 -1.011 0.350
H 0.288 -1.534 0.159
H 0.825 -0.613 2.129
H 0.378 1.045 1.685
H -1.588 0.949 2.922
H -2.003 -0.740 2.374
H 2.094 0.890 7.089
H 0.612 0.479 7.988
H 1.825 3.269 7.234
H 1.590 2.546 8.840
H -1.786 2.493 7.018
H -1.423 4.164 6.509
H -0.880 2.435 4.730
H 0.687 3.164 5.231
H 1.048 -1.388 -3.119
H 3.602 -1.692 -3.313
H 5.095 -0.588 -1.696
H 1.979 1.171 0.309
H -2.065 -0.252 -1.556
H -1.683 1.025 -3.481
H -0.129 0.274 -3.916
H -1.637 -0.672 -4.053
C 0.462 -7.763 -1.700
C 0.727 -7.299 -0.278
O 1.342 -6.021 -0.198
C 0.621 -4.943 -0.757
C -0.733 -4.708 -0.107
H 1.384 -7.757 -2.284
H 0.051 -8.774 -1.699
H -0.252 -7.114 -2.211
H 1.416 -7.997 0.200
H -0.192 -7.317 0.318
H 0.519 -5.071 -1.840
H 1.242 -4.054 -0.608
H -1.406 -5.553 -0.260
H -1.209 -3.822 -0.531
H -0.622 -4.570 0.971
C 3.514 -2.915 6.966
C 3.158 -2.415 8.355
O 1.825 -1.940 8.465
C 0.798 -2.879 8.189
C 0.807 -4.085 9.113
H 3.329 -2.139 6.219
H 4.565 -3.204 6.922
H 2.918 -3.786 6.685
H 3.802 -1.569 8.603
H 3.354 -3.182 9.111
H 0.836 -3.189 7.138
H -0.146 -2.344 8.319
H 1.716 -4.677 8.994
H -0.044 -4.734 8.900
H 0.758 -3.768 10.157
C -2.987 -4.189 -7.699
C -3.364 -3.011 -6.818
O -2.254 -2.226 -6.406
C -1.491 -1.622 -7.439
C -2.286 -0.658 -8.302
H -2.249 -4.821 -7.201
H -3.868 -4.789 -7.928
H -2.551 -3.863 -8.645
H -3.826 -3.388 -5.903
H -4.115 -2.381 -7.306
H -1.004 -2.388 -8.051
H -0.690 -1.069 -6.942
H -3.078 -1.168 -8.852
H -1.634 -0.173 -9.031
H -2.759 0.109 -7.685
C -2.416 9.114 -4.749
C -1.458 8.755 -3.628
O -1.247 7.357 -3.482
C -0.697 6.684 -4.601
C 0.675 7.194 -5.008
H -3.373 8.606 -4.616
H -2.589 10.191 -4.770
H -2.025 8.821 -5.726
H -1.876 9.098 -2.681
H -0.501 9.273 -3.749
H -1.394 6.714 -5.446
H -0.608 5.634 -4.311
H 0.636 8.231 -5.344
H 1.077 6.594 -5.826
H 1.366 7.151 -4.163



A cluster of 5 separate species, C34H68N3O2 in total. Source: OMol25; level of theory: the ωB97M-V functional and the def2-TZVPD basis.

Computed properties:
**Kohn-Sham gap**: 6.08 eV
**Max |F|**: 2.6 eV/Å
**Total energy**: -44916.699 eV
**Charge**: +1
**HOMO energy**: -12.01 eV
**2S+1**: 1

Cartesian coordinates (Å):
O -5.422 -1.265 -0.159
C -5.308 -0.146 -0.578
O -6.298 0.387 -1.487
N -6.888 1.483 -0.886
C -8.123 1.464 -0.349
N -9.347 1.634 -1.085
C -10.027 2.571 -0.173
C -9.840 1.786 1.158
N -8.442 1.350 0.938
C -4.208 0.795 -0.210
C -3.782 1.788 -1.052
C -2.790 2.651 -0.657
C -2.224 2.495 0.582
C -2.646 1.475 1.391
C -3.639 0.610 1.034
H -6.388 2.365 -0.908
H -9.823 0.731 -0.988
H -9.321 3.401 -0.032
H -11.026 2.881 -0.453
H -10.531 0.932 1.178
H -9.980 2.359 2.074
H -8.208 0.468 1.397
H -4.219 1.909 -2.040
H -2.459 3.426 -1.337
H -1.443 3.159 0.932
H -2.166 1.343 2.357
H -3.962 -0.183 1.695
C -0.066 1.484 -3.093
C 0.840 0.703 -2.146
C 1.631 1.599 -1.193
C 2.604 2.564 -1.872
C 3.653 1.899 -2.762
C 4.584 0.960 -2.000
H 0.503 2.148 -3.745
H -0.626 0.797 -3.732
H -0.785 2.084 -2.532
H 1.518 0.072 -2.726
H 0.222 0.023 -1.551
H 2.176 0.969 -0.485
H 0.926 2.185 -0.590
H 3.114 3.143 -1.096
H 2.044 3.292 -2.467
H 4.254 2.682 -3.231
H 3.170 1.355 -3.579
H 5.112 1.496 -1.209
H 5.328 0.532 -2.674
H 4.038 0.131 -1.546
C 0.621 -1.331 2.574
C 0.093 -2.191 3.716
C -0.939 -1.471 4.582
C -0.418 -0.224 5.302
C 0.780 -0.463 6.220
C 0.480 -1.415 7.373
H 1.136 -0.441 2.941
H 1.334 -1.898 1.972
H -0.195 -1.013 1.919
H 0.929 -2.538 4.330
H -0.370 -3.088 3.297
H -1.342 -2.175 5.314
H -1.788 -1.177 3.952
H -1.237 0.200 5.893
H -0.153 0.541 4.566
H 1.094 0.499 6.634
H 1.631 -0.839 5.644
H -0.338 -1.034 7.988
H 1.357 -1.531 8.010
H 0.203 -2.408 7.014
C 0.480 -1.847 -9.765
C -0.081 -2.699 -8.631
C -1.122 -1.968 -7.785
C -0.605 -0.728 -7.052
C 0.572 -0.979 -6.111
C 0.238 -1.929 -4.965
H 0.998 -0.962 -9.391
H 1.198 -2.420 -10.353
H -0.318 -1.520 -10.435
H 0.739 -3.055 -8.001
H -0.546 -3.590 -9.059
H -1.546 -2.670 -7.061
H -1.954 -1.666 -8.429
H -1.432 -0.297 -6.477
H -0.319 0.035 -7.781
H 0.886 -0.020 -5.688
H 1.431 -1.362 -6.668
H -0.589 -1.539 -4.367
H 1.104 -2.051 -4.312
H -0.040 -2.919 -5.330
C 5.007 -0.506 2.346
C 4.684 -0.736 3.819
C 5.416 0.227 4.753
C 6.942 0.122 4.722
C 7.500 -1.261 5.054
C 7.161 -1.728 6.466
H 6.065 -0.664 2.133
H 4.442 -1.199 1.719
H 4.744 0.510 2.044
H 4.910 -1.772 4.086
H 3.607 -0.609 3.964
H 5.059 0.068 5.775
H 5.135 1.254 4.496
H 7.351 0.848 5.432
H 7.310 0.426 3.739
H 8.588 -1.228 4.950
H 7.147 -1.999 4.328
H 7.546 -1.028 7.210
H 7.603 -2.706 6.661
H 6.083 -1.821 6.611